(1)
C40H29BrF4FeN2O2P as an isolated structure at a distorted geometry. Source: the Open Molecules 2025 dataset; level of theory: the ωB97M-V functional and the def2-TZVPD basis.

The largest force on an atom is 0.0379 Eh/bohr. The value obtained for the total energy is -6380.2326 Ha. As for the total charge: -1. As for the energy relative to the best compared isomer or geometry (same formula, charge and spin): 0.3521 eV.

Each line ends with the Löwdin charge.
Geometry (Å):
Fe: -0.320704 -0.857956 -0.593352  0.22
O: 0.429423 0.026897 -2.077319  -0.20
C: 0.345151 -0.307257 -3.314991  -0.35
C: 1.268847 0.229570 -4.245033  -0.02
C: 1.231612 -0.108553 -5.578684  -0.11
C: 0.259945 -0.990253 -6.063550  -0.13
C: -0.673331 -1.502586 -5.191033  -0.07
C: -0.671614 -1.176535 -3.827115  -0.16
C: -1.721993 -1.662764 -2.983638  -0.13
N: -1.853933 -1.352434 -1.748090  -0.09
C: -2.974620 -1.903960 -0.998196  -0.18
C: -2.757036 -1.426346 0.434932  -0.20
N: -1.369573 -1.731444 0.700954  -0.07
C: -1.123280 -2.861697 1.296862  -0.08
C: 0.012986 -3.657874 1.023498  -0.16
C: 0.404008 -4.698723 1.887114  -0.06
C: 1.491057 -5.488412 1.610576  -0.13
C: 2.217034 -5.277645 0.428669  -0.10
C: 1.842516 -4.296231 -0.458541  -0.01
C: 0.740571 -3.451088 -0.201248  -0.33
O: 0.374152 -2.576419 -1.065718  -0.09
H: 2.024153 0.905561 -3.861655  0.11
H: 1.965139 0.315181 -6.255154  0.09
H: 0.238676 -1.256995 -7.112899  0.08
H: -1.447442 -2.170219 -5.558275  0.10
H: -2.468299 -2.316970 -3.447714  0.13
H: -2.948945 -3.000144 -1.011650  0.13
H: -3.933976 -1.566440 -1.406734  0.11
H: -3.451158 -1.905458 1.142001  0.12
H: -2.918561 -0.352119 0.451786  0.06
H: -1.843924 -3.200264 2.048244  0.13
H: -0.162561 -4.846004 2.802223  0.10
H: 1.791397 -6.265416 2.303409  0.08
H: 3.081077 -5.894427 0.211232  0.09
H: 2.395084 -4.126472 -1.373924  0.11
F: -2.501946 6.537867 -1.598776  0.13
C: -2.221637 5.336530 -1.117494  -0.15
C: -1.798963 5.187529 0.191715  -0.14
F: -1.718541 6.260397 0.979826  0.12
C: -1.486429 3.940337 0.674830  -0.21
F: -1.122803 3.898770 1.955142  0.10
C: -1.573582 2.755499 -0.082576  -0.26
P: -0.619730 1.230312 0.455836  1.15
C: -1.377149 1.079235 2.135849  -0.32
C: -0.671363 0.737712 3.286266  -0.10
C: -1.319869 0.582986 4.503925  -0.08
C: -2.690165 0.761946 4.599843  -0.10
C: -3.406462 1.116368 3.466162  -0.09
C: -2.755810 1.277205 2.254624  -0.12
C: 0.947866 2.169086 0.680372  -0.31
C: 1.656157 2.402070 -0.501730  -0.09
C: 2.819892 3.148074 -0.501748  -0.08
C: 3.299179 3.692416 0.682422  -0.10
C: 2.589051 3.492488 1.854098  -0.08
C: 1.418351 2.747325 1.856486  -0.08
C: -2.075091 2.950575 -1.380263  -0.55
Br: -2.543453 1.473309 -2.456853  0.97
C: -2.383134 4.201868 -1.882236  -0.27
F: -2.871319 4.340182 -3.116799  0.07
H: 0.396792 0.599697 3.240345  0.08
H: -0.743298 0.323893 5.383816  0.10
H: -3.193526 0.641568 5.551279  0.10
H: -4.476277 1.276974 3.526847  0.10
H: -3.330208 1.588173 1.389291  0.10
H: 1.284549 1.965284 -1.421209  0.09
H: 3.365101 3.297556 -1.425844  0.10
H: 4.217134 4.267218 0.688749  0.09
H: 2.945317 3.923816 2.782356  0.10
H: 0.875936 2.635109 2.781846  0.09
C: 3.933692 -1.115375 1.645363  -0.13
C: 2.782362 -1.263017 2.398188  -0.11
C: 1.530933 -1.121265 1.801576  -0.14
C: 1.363482 -0.793575 0.451862  -0.22
C: 2.553898 -0.686506 -0.284966  -0.11
C: 3.808024 -0.841669 0.289431  -0.10
H: 4.912104 -1.227223 2.100107  0.08
H: 2.852621 -1.498134 3.457307  0.09
H: 0.659932 -1.301947 2.414302  0.07
H: 2.499169 -0.486348 -1.347675  0.09
H: 4.697315 -0.752441 -0.328857  0.09

Forces on atoms 1 to 2 (eV/Å):
Fe -0.4 1.1 1.2
O 1.1 0.5 -1.6


(2)
C40H29Cl7LaN3O7 as an isolated structure at a distorted geometry. Source: the Open Molecules 2025 dataset; level of theory: the ωB97M-V functional and the def2-TZVPD basis.

The largest force on an atom is 0.0448 Eh/bohr. The value obtained for the total energy is -5485.8552 Ha. As for the total charge: -2. As for the energy relative to the best compared isomer or geometry (same formula, charge and spin): 0.7693 eV.

Each line ends with the Löwdin charge.
Geometry (Å):
La: 0.059896 -0.151560 -0.059350  1.98
C: 0.865271 4.221361 2.183347  -0.08
O: 1.900331 4.305831 1.204910  -0.10
C: 2.844470 3.319922 1.340449  -0.24
C: 4.131022 3.673162 1.662044  -0.03
C: 5.134393 2.700169 1.788958  -0.12
C: 4.791747 1.381501 1.588755  -0.08
C: 3.487675 0.993882 1.240763  -0.13
C: 3.285759 -0.431461 1.017351  -0.08
N: 2.238753 -1.022476 0.585614  -0.11
N: 2.375166 -2.423577 0.524367  0.06
C: 1.277330 -3.045058 0.180693  -0.53
O: 0.139065 -2.552000 -0.134200  -0.23
C: 1.382350 -4.547110 0.216153  -0.14
C: 0.207546 -5.288254 0.195262  -0.02
C: 0.246046 -6.678338 0.233920  -0.09
C: 1.465788 -7.340355 0.280262  -0.12
C: 2.645895 -6.602321 0.291079  -0.11
C: 2.604763 -5.215200 0.262100  -0.04
C: 2.461310 1.970177 1.105493  -0.30
O: 1.244961 1.692457 0.804955  -0.26
H: 0.071769 4.897594 1.870999  0.08
H: 1.247882 4.537811 3.159168  0.08
H: 0.464546 3.210170 2.255630  0.08
H: 4.348868 4.725619 1.808849  0.11
H: 6.148794 2.981606 2.045703  0.08
H: 5.546920 0.606184 1.683314  0.10
H: 4.137221 -1.073017 1.245414  0.11
H: -0.733137 -4.753700 0.150967  0.11
H: -0.678807 -7.243665 0.224937  0.09
H: 1.500031 -8.423680 0.308856  0.09
H: 3.601933 -7.112952 0.319879  0.09
H: 3.509766 -4.622690 0.279129  0.10
Cl: 0.886030 4.964286 -6.014226  0.59
C: 1.143520 3.790888 -4.757315  -0.73
C: 0.072460 3.072020 -4.220193  -0.71
Cl: -1.540654 3.365851 -4.786426  0.65
C: 0.286184 2.129144 -3.234413  -0.55
Cl: -1.019886 1.227793 -2.535029  0.80
C: 1.579012 1.825881 -2.699177  -0.51
O: 1.758231 0.969390 -1.802231  -0.18
C: 2.643069 2.598391 -3.264396  -0.60
Cl: 4.219044 2.303695 -2.612516  0.69
C: 2.428821 3.536809 -4.259172  -0.70
Cl: 3.773429 4.429519 -4.904064  0.62
C: -0.809213 -2.162147 4.312479  -0.12
C: -1.966033 -1.528031 4.756969  -0.13
C: -2.534432 -0.540687 3.965752  -0.07
C: -1.952732 -0.195716 2.738607  -0.22
C: -0.772983 -0.796714 2.259621  -0.19
C: -0.240860 -1.789689 3.098782  -0.14
C: -2.566276 0.910754 1.941426  -0.23
C: -3.942034 1.254340 2.083387  -0.03
C: -4.452517 2.300431 1.389088  -0.01
C: -3.610447 3.073902 0.559689  -0.16
C: -4.060766 4.199470 -0.171884  -0.04
C: -3.191101 4.916248 -0.944835  -0.09
C: -1.827093 4.540913 -1.005651  -0.08
C: -1.372711 3.450790 -0.318866  -0.06
C: -2.264307 2.674038 0.463811  -0.21
N: -1.776160 1.573192 1.118442  0.10
H: -0.352337 -2.941887 4.916286  0.08
H: -2.413827 -1.792034 5.709083  0.08
H: -3.416612 -0.020737 4.327439  0.09
H: 0.671042 -2.303997 2.794949  0.07
H: -4.580910 0.636132 2.696453  0.09
H: -5.509094 2.541844 1.446314  0.12
H: -5.109319 4.477049 -0.111556  0.10
H: -3.541227 5.770843 -1.513657  0.09
H: -1.133629 5.120621 -1.605839  0.11
H: -0.324287 3.166482 -0.338599  0.10
C: -0.629485 -3.569218 -3.061117  -0.08
C: 0.693581 -2.833128 -3.150677  -0.29
O: 0.576760 -1.458471 -2.794766  -0.14
H: -0.493634 -4.637378 -3.259617  0.07
H: -1.344180 -3.172915 -3.791193  0.07
H: -1.046956 -3.440712 -2.062002  0.05
H: 1.114028 -2.915478 -4.157099  0.11
H: 1.415821 -3.260580 -2.457280  0.10
H: -0.233004 -1.111461 -3.187508  0.04
Cl: -4.550557 -3.164616 -1.555448  0.54
C: -4.008828 -2.082440 -0.228401  -0.98
Cl: -5.309695 -1.874508 0.972481  0.57
C: -3.524674 -0.734602 -0.830403  -0.79
O: -4.352066 0.113857 -1.127660  0.00
O: -2.256567 -0.717106 -0.916945  -0.26
H: -3.185265 -2.580353 0.263333  0.05

Forces on atoms 1 to 2 (eV/Å):
La -1.2 0.9 -1.7
C 0.0 0.0 0.0


(3)
C40H30Br2MoN8O8S as an isolated structure. Source: the Open Molecules 2025 dataset; level of theory: the ωB97M-V functional and the def2-TZVPD basis.

The largest force on an atom is 0.0166 Eh/bohr. The value obtained for the total energy is -8196.7719 Ha. As for the total charge: 0. As for the energy relative to the best compared isomer or geometry (same formula, charge and spin): 0.0000 eV.

Each line ends with the Löwdin charge.
Geometry (Å):
Mo: 0.469308 -0.479720 0.054995  1.78
O: -1.982979 -2.392019 3.476032  0.07
C: -1.209258 -1.826035 4.426155  -0.26
C: -1.454937 -2.226837 5.739822  -0.01
C: -0.734463 -1.694860 6.789842  -0.08
C: 0.260395 -0.751369 6.550570  -0.09
C: 0.504651 -0.356533 5.249921  -0.03
C: -0.222355 -0.870260 4.177030  -0.10
C: 0.091066 -0.310427 2.816691  -0.36
O: -0.023220 -1.235956 1.736606  -0.32
N: -0.787256 0.814354 2.512762  0.06
N: -0.686172 1.081196 1.124943  -0.07
C: -1.401880 2.066359 0.749623  -0.15
C: -1.731244 2.496068 -0.595583  -0.59
Br: -1.469436 1.306116 -2.035096  0.95
C: -2.233966 3.719636 -0.769872  -0.07
C: -2.638451 4.401443 -2.007445  -0.23
C: -3.430348 3.800254 -2.984328  -0.07
C: -3.793130 4.503389 -4.123093  -0.08
C: -3.365706 5.810335 -4.305270  -0.08
C: -2.588626 6.422302 -3.331335  -0.08
C: -2.241260 5.727453 -2.185332  -0.03
H: -1.619110 -2.271162 2.586427  0.06
H: -2.224459 -2.970648 5.901861  0.12
H: -0.941937 -2.023493 7.800125  0.10
H: 0.836900 -0.335929 7.365777  0.10
H: 1.276890 0.377096 5.043677  0.12
H: 1.106216 0.075705 2.833333  0.11
H: -1.748710 0.522423 2.685371  0.14
H: -1.868236 2.657054 1.536334  0.14
H: -2.297586 4.324588 0.131201  0.13
H: -3.781980 2.787614 -2.843673  0.09
H: -4.415516 4.027821 -4.870034  0.10
H: -3.645450 6.353650 -5.198392  0.10
H: -2.258476 7.444361 -3.462379  0.10
H: -1.639130 6.206676 -1.422516  0.12
N: -6.147900 -2.975656 -4.766934  0.10
C: -5.310746 -2.708443 -3.699244  -0.32
C: -4.771810 -3.753383 -2.941654  -0.02
C: -3.974659 -3.488056 -1.846395  -0.06
C: -3.702920 -2.171313 -1.498327  -0.30
C: -4.245238 -1.121459 -2.227107  -0.07
C: -5.039688 -1.387744 -3.323885  -0.03
S: -2.719042 -1.837969 -0.082959  0.61
O: -2.781234 -2.973933 0.790486  -0.27
O: -3.072301 -0.540038 0.426053  -0.31
N: -1.168993 -1.665392 -0.621808  -0.25
C: -0.409585 -2.722399 -1.030854  -0.45
N: -0.842589 -3.905519 -1.437433  0.16
C: 0.108042 -4.768016 -1.787638  -0.09
C: 1.466524 -4.491777 -1.725261  -0.03
C: 1.831293 -3.247920 -1.253302  -0.09
N: 0.898225 -2.361202 -0.932393  0.00
H: -6.088527 -3.895394 -5.168970  0.09
H: -6.269757 -2.241492 -5.443050  0.09
H: -4.993031 -4.778859 -3.213066  0.11
H: -3.555463 -4.290142 -1.256142  0.11
H: -4.053537 -0.102989 -1.920119  0.07
H: -5.473452 -0.571909 -3.890323  0.11
H: -0.238531 -5.736087 -2.132854  0.12
H: 2.202446 -5.228599 -2.007028  0.11
H: 2.860765 -2.946394 -1.121013  0.12
Br: 6.583532 -0.300267 -2.084279  0.75
C: 5.317614 1.087953 -2.286485  -0.66
C: 5.661620 2.249539 -2.963096  -0.18
N: 4.814211 3.261369 -3.124209  0.08
C: 3.595648 3.146883 -2.605484  -0.06
C: 3.169629 2.015335 -1.923232  -0.11
C: 4.050365 0.956514 -1.759682  -0.05
C: 1.801268 1.966403 -1.343571  -0.53
O: 1.100900 2.923064 -1.190950  0.11
O: 1.413879 0.706188 -1.040498  -0.31
H: 6.653119 2.363392 -3.384924  0.10
H: 2.919095 3.982918 -2.731588  0.13
H: 3.749295 0.067353 -1.221670  0.10
O: 2.724591 -2.712391 1.420782  0.08
C: 3.031661 -1.554214 1.603828  -0.42
N: 2.404258 -0.438601 1.062921  -0.02
C: 3.052384 0.709440 1.500807  -0.44
O: 2.726247 1.846901 1.232373  0.10
C: 4.201154 0.300893 2.368912  -0.09
C: 5.145081 1.048947 3.038138  0.00
C: 6.081593 0.356300 3.801998  -0.07
C: 6.056911 -1.033038 3.881927  -0.07
C: 5.097001 -1.776356 3.198514  0.00
C: 4.177323 -1.078166 2.446868  -0.09
H: 5.150231 2.129103 2.969038  0.12
H: 6.840950 0.902401 4.346722  0.10
H: 6.796610 -1.539746 4.488309  0.10
H: 5.065370 -2.856659 3.255000  0.12

Forces on atoms 1 to 2 (eV/Å):
Mo 0.5 -0.7 -0.1
O 0.0 0.0 0.0


(4)
C40H30Cl5N7O4RuS as an isolated structure at a distorted geometry. Source: the Open Molecules 2025 dataset; level of theory: the ωB97M-V functional and the def2-TZVPD basis.

The largest force on an atom is 0.0760 Eh/bohr. Its spin multiplicity is 2. Its expectation value of S² is 0.806. The value obtained for the total energy is -5020.1713 Ha. As for the total charge: +1.

Each line ends with the Mulliken spin population.
Geometry (Å):
Ru: -0.262877 0.301254 -0.277873  0.98
C: -6.677735 3.800813 1.046299  0.00
C: -5.827521 2.566493 1.104646  -0.01
C: -5.699391 1.793421 0.010909  0.01
C: -4.906567 0.546789 -0.076663  -0.02
C: -3.790385 0.318069 1.752549  0.00
C: -4.218104 1.411225 2.659522  0.00
C: -5.154707 2.328742 2.379092  0.00
S: -2.361264 -0.544193 2.484325  0.00
O: -2.149291 -1.763244 1.557286  0.00
O: -2.564665 -0.981465 3.824289  0.00
N: -1.090881 0.344700 2.150813  -0.01
C: -0.278154 0.962587 3.056677  0.00
C: -0.538815 1.079956 4.415176  0.00
C: 0.357779 1.721270 5.267871  0.00
C: 1.513155 2.287430 4.792105  0.00
C: 1.826311 2.204505 3.420219  0.00
C: 2.998327 2.751920 2.858116  0.00
C: 3.241019 2.607978 1.516817  0.01
C: 2.319731 1.896719 0.736542  0.00
N: 1.223459 1.376823 1.235741  0.06
C: 0.937649 1.522162 2.542756  0.00
H: -7.026332 3.988809 0.034998  0.00
H: -6.118340 4.671011 1.385525  0.00
H: -7.547300 3.691544 1.692156  0.00
H: -6.224842 2.084871 -0.889590  0.00
H: -5.059906 0.036765 -1.025809  0.00
H: -3.766712 1.386436 3.640329  0.00
H: -5.425699 3.021521 3.165194  0.00
H: -1.435020 0.639261 4.817227  0.00
H: 0.125899 1.768645 6.321013  0.00
H: 2.195554 2.794054 5.455095  0.00
H: 3.699301 3.273996 3.494067  0.00
H: 4.120497 3.025377 1.054417  0.00
H: 2.488871 1.751262 -0.322894  0.00
Cl: 5.739051 -1.743392 -4.059679  0.00
C: 4.289908 -1.004324 -3.546080  0.00
C: 3.658804 -1.430869 -2.370282  0.00
Cl: 4.327008 -2.723101 -1.472270  0.00
C: 2.514075 -0.798815 -1.924718  0.00
Cl: 1.814757 -1.290752 -0.421501  0.06
C: 1.894281 0.266867 -2.647197  0.01
O: 0.853177 0.864381 -2.269575  -0.04
C: 2.557372 0.641646 -3.863635  0.00
Cl: 1.851562 1.902626 -4.773252  0.00
C: 3.733660 0.048756 -4.283030  0.00
Cl: 4.532999 0.607107 -5.694633  0.00
C: -1.169715 3.452117 -2.955633  0.00
C: -1.307096 2.855637 -1.585318  0.00
O: -0.345833 2.701747 -0.836032  0.01
N: -2.554714 2.535699 -1.176733  0.00
C: -2.809918 2.133659 0.185420  0.03
C: -3.385652 0.718397 0.312350  -0.02
C: -5.041404 -0.387157 1.163283  0.00
C: -4.964241 -1.798522 0.709328  0.00
C: -3.895696 -2.301497 0.113678  -0.01
C: -2.579220 -1.567299 0.119517  0.04
N: -2.511860 -0.231819 -0.292143  -0.09
H: -0.493980 2.827478 -3.538304  0.00
H: -0.698784 4.430003 -2.869296  0.00
H: -2.125608 3.558924 -3.459841  0.00
H: -3.349982 2.662326 -1.783042  0.00
H: -3.486964 2.859685 0.638465  -0.01
H: -1.852455 2.168096 0.725635  0.00
H: -5.928606 -0.221949 1.773542  0.00
H: -5.873810 -2.375752 0.783506  0.00
H: -3.880859 -3.312421 -0.259594  0.00
H: -1.830673 -2.156229 -0.415814  -0.01
N: -8.181322 0.016157 -6.371484  0.00
C: -7.203632 -0.302141 -5.866875  0.00
C: -5.988198 -0.676916 -5.241409  0.00
C: -5.420310 -1.924116 -5.499601  0.00
C: -4.223995 -2.276175 -4.903819  0.00
C: -3.593066 -1.390442 -4.033674  0.00
C: -4.172392 -0.150924 -3.761208  0.00
C: -5.358019 0.210476 -4.367011  0.00
N: -2.388649 -1.725642 -3.400202  0.00
C: -1.948980 -2.974850 -3.038294  0.01
C: -0.796933 -2.786845 -2.333174  0.00
N: -0.521867 -1.451206 -2.257532  0.02
C: -1.479697 -0.847404 -2.912110  -0.01
H: -5.917796 -2.607255 -6.171885  0.00
H: -3.782094 -3.234063 -5.128633  0.00
H: -3.693138 0.514464 -3.059852  0.00
H: -5.808003 1.172681 -4.169944  0.00
H: -2.480866 -3.871858 -3.277234  0.00
H: -0.146436 -3.517653 -1.893866  0.00
H: -1.492192 0.208496 -3.100438  0.00

Forces on atoms 1 to 2 (eV/Å):
Ru -0.5 1.0 -0.2
C 0.0 0.0 0.0